The following is a DFT calculation (ωB97M-V with the def2-TZVPD basis set) of a structure of composition C5H5NO in a non-equilibrium geometry.

```
12
Properties=species:S:1:pos:R:3
N 3.01190 0.64805 0.77862
C 1.91708 0.38888 0.50608
C 0.57260 0.04494 0.15968
C -0.45106 -0.71403 0.91060
C -1.14569 0.41428 -0.18248
C -0.10186 -0.06400 -1.19297
O -0.44285 1.51050 0.30797
H -0.63338 -1.74509 0.61064
H -0.51268 -0.55146 1.99076
H -2.22454 0.47180 -0.34785
H -0.19377 -1.07125 -1.60395
H 0.20425 0.66739 -1.93708
```

LUMO energy	0.001	hartree
spin multiplicity	1
energy above the lowest of the compared OMol25 structures with the same formula, charge and spin	97.5	kcal/mol
E_tot	-323.3643	a.u.
molecular weight	95.1	g/mol